Molecular formula: C5H8
Method: DFT, wB97M-V/def2-TZVPD

Summary:
**LUMO energy**: 1.22 eV
**Highest occupied orbital energy**: -8.8 eV
**E_tot**: -195.26147 Eh
**Energy relative to the best compared isomer or geometry (same formula, charge and spin)**: 80.2 kJ/mol
**Multiplicity**: 1
**Total charge**: 0
**SMILES**: C1=CCCC1

Geometry as XYZ:
```
13
Properties=species:S:1:pos:R:3:forces:R:3:nbo_charge:R:1
C 0.605 -0.662 0.720 0.1 0.4 0.1 -0.40
C 0.603 -0.777 -0.820 0.0 0.1 0.1 -0.44
C -0.590 0.076 -1.204 -0.2 0.1 0.1 -0.20
C -1.027 0.813 -0.182 -0.1 0.1 -0.2 -0.19
C -0.176 0.697 1.032 0.1 0.4 0.1 -0.45
H 1.593 -0.768 1.174 0.0 0.2 -0.1 0.21
H 0.022 -1.528 1.098 0.0 0.8 0.1 0.21
H 1.537 -0.362 -1.228 -0.3 0.1 -0.1 0.20
H 0.539 -1.805 -1.212 0.0 0.2 0.4 0.21
H -0.971 0.122 -2.220 0.1 0.1 0.1 0.21
H -1.631 1.714 -0.188 -0.7 -0.4 -0.6 0.21
H 0.124 1.818 1.003 1.5 -1.9 0.4 0.22
H -0.628 0.663 2.027 -0.5 -0.3 -0.3 0.21
```
Positions in Å, forces in eV/Å.